# 1
{
  "formula": "C5H15N2O3",
  "method": "the ωB97M-V functional and the def2-TZVPD basis",
  "species": ["C", "C", "C", "C", "N", "C", "N", "H", "H", "H", "H", "H", "H", "H", "H", "H", "H", "H", "O", "H", "H", "O", "H", "H", "O"],
  "coordinates": [[-2.078, -2.419, 0.652], [-1.670, -2.285, -0.719], [-0.981, -0.963, -0.891], [0.450, -0.876, -1.209], [0.704, 0.551, -1.035], [-0.450, 1.214, -0.862], [-1.554, 0.350, -0.888], [-2.959, -1.692, 0.899], [-1.415, -2.128, 1.405], [-2.393, -3.467, 0.769], [-2.501, -2.343, -1.303], [-0.884, -3.150, -1.157], [1.233, -1.562, -1.490], [1.598, 1.102, -1.205], [-0.366, 2.314, -0.674], [-2.519, 0.781, -0.720], [3.212, 0.559, 1.272], [2.693, -0.241, 2.556], [2.692, -0.220, 1.610], [3.309, 1.819, -2.035], [3.000, 3.198, -2.178], [2.608, 2.278, -1.910], [-0.782, 3.086, 2.591], [-0.270, 2.028, 3.721], [-0.677, 2.066, 2.799]],
  "forces_ev_per_angstrom": [[-3.51, -0.32, 2.11], [4.62, -0.29, -1.94], [3.18, -0.11, -2.62], [-4.24, 3.83, 2.05], [-1.18, -1.14, -0.87], [0.52, -0.53, -0.17], [2.78, 1.28, 1.22], [1.05, -1.50, -0.67], [1.66, -0.02, 0.91], [-0.19, 0.51, 0.62], [-2.31, -0.26, -2.03], [-2.06, 2.30, 1.45], [-0.26, -0.15, 0.36], [-1.47, -0.79, 0.32], [-0.87, -1.28, -0.37], [1.84, -1.65, -0.15], [-0.76, -1.26, 1.16], [0.28, 0.35, 0.77], [0.50, 0.94, -1.98], [7.41, -5.49, -1.30], [-1.71, -2.08, 0.88], [-5.27, 7.64, 0.31], [0.38, -3.15, 0.95], [-0.85, 0.26, -1.84], [0.45, 2.91, 0.83]],
  "charge": 1,
  "orbital_gap_ev": 10.19,
  "multiplicity": 1,
  "e_homo_ev": -12.89,
  "e_tot_ev": -14542.7080
}

***

# 2
{
  "formula": "CHCl2O2P",
  "method": "the ωB97M-V functional and the def2-TZVPD basis",
  "species": ["C", "O", "O", "P", "Cl", "Cl", "H"],
  "coordinates": [[0.222, -0.002, -0.755], [-0.519, 0.364, 1.909], [-1.498, -0.464, 1.867], [0.679, 0.752, 0.930], [1.174, -1.535, -0.889], [0.667, 1.110, -2.069], [-0.725, -0.225, -0.993]],
  "forces_ev_per_angstrom": [[3.68, 0.34, 0.69], [1.20, 0.85, 0.93], [-1.12, -0.89, -0.73], [-0.26, 0.08, -1.16], [-0.25, 0.34, 0.09], [0.32, 0.25, 0.21], [-3.56, -0.96, -0.04]],
  "charge": 0,
  "orbital_gap_ev": [8.79, 7.79],
  "multiplicity": 1,
  "e_homo_ev": [-10.49, -9.28],
  "e_tot_ev": -39476.6553
}

***

# 3
{
  "formula": "C20H33BF4NO8",
  "method": "the ωB97M-V functional and the def2-TZVPD basis",
  "species": ["C", "C", "O", "O", "C", "O", "C", "C", "O", "B", "C", "C", "C", "N", "O", "C", "F", "F", "C", "F", "F", "O", "C", "C", "H", "H", "H", "H", "H", "H", "H", "H", "H", "H", "H", "H", "H", "H", "H", "H", "H", "C", "C", "C", "O", "C", "H", "H", "H", "H", "H", "H", "H", "H", "C", "C", "C", "O", "C", "H", "H", "H", "H", "H", "H", "H", "H"],
  "coordinates": [[-2.325, -3.128, 1.602], [-1.878, -3.591, 0.079], [-0.662, -4.141, -0.105], [-2.720, -3.424, -1.124], [-1.905, -2.721, -2.132], [-1.231, -3.404, -3.070], [-1.860, -1.060, -2.069], [-0.495, -0.508, -1.328], [0.234, 0.565, -2.024], [1.077, 1.314, -1.025], [0.900, 2.862, -1.580], [-0.514, 3.578, -1.159], [-0.626, 4.022, 0.415], [0.425, 3.833, 1.487], [-1.801, 4.582, 0.806], [2.609, 0.754, -1.309], [3.656, 1.837, -1.206], [2.623, 0.343, -2.763], [3.097, -0.437, -0.292], [3.675, -1.568, -1.107], [4.225, 0.098, 0.556], [0.421, 0.968, 0.276], [-0.578, -0.141, 0.285], [-1.923, 0.677, 0.829], [-1.394, -2.895, 2.272], [-2.936, -2.114, 1.458], [-3.074, -3.899, 2.086], [-2.803, -0.697, -1.445], [-1.899, -0.644, -3.184], [0.189, -1.482, -1.304], [1.784, 3.580, -1.308], [0.895, 2.783, -2.770], [-0.585, 4.586, -1.794], [-1.449, 2.936, -1.508], [0.049, 3.337, 2.328], [1.306, 3.405, 1.128], [2.262, -0.877, 0.399], [-0.119, -0.949, 1.035], [-2.082, 1.567, 0.068], [-2.876, 0.000, 0.891], [-1.677, 1.171, 1.874], [-3.454, 4.062, 4.917], [-2.425, 3.990, 6.016], [-1.302, 3.226, 5.348], [-1.357, 3.544, 3.950], [-2.592, 4.223, 3.685], [-4.175, 4.874, 5.043], [-4.008, 3.117, 4.866], [-2.087, 5.001, 6.274], [-2.787, 3.507, 6.927], [-1.441, 2.145, 5.451], [-0.319, 3.492, 5.747], [-2.360, 5.277, 3.498], [-3.058, 3.804, 2.789], [4.000, -4.293, -3.231], [2.545, -4.538, -2.923], [1.961, -4.754, -4.302], [2.997, -5.332, -5.107], [4.239, -5.229, -4.396], [4.667, -4.485, -2.387], [4.142, -3.254, -3.551], [2.442, -5.452, -2.326], [2.067, -3.719, -2.380], [1.671, -3.804, -4.763], [1.091, -5.416, -4.290], [4.510, -6.232, -4.050], [5.021, -4.869, -5.070]],
  "forces_ev_per_angstrom": [[-1.34, 0.94, -1.30], [6.45, -3.00, -0.71], [-7.76, 3.67, 1.30], [2.74, 1.39, 1.59], [3.95, -2.23, -5.15], [-4.88, 4.33, 6.40], [-0.70, 0.11, 0.27], [1.54, -2.16, 0.23], [-2.82, -2.52, 1.53], [-1.98, -0.01, -1.12], [-0.05, 1.55, -0.43], [1.02, 0.85, -0.54], [-4.42, 1.43, 2.67], [-1.58, -0.36, -2.98], [6.43, -3.10, -2.11], [1.97, 0.46, -0.96], [-2.24, -2.62, -0.41], [0.87, 0.67, 3.84], [2.39, -0.51, -0.96], [-1.38, 2.75, 2.35], [-3.15, -1.79, -2.09], [0.18, -0.95, 0.58], [0.95, 3.07, -0.50], [0.65, -0.24, -0.41], [-1.74, -0.83, -1.63], [1.32, -2.21, 0.39], [1.75, 1.43, -1.08], [1.86, -0.77, -1.51], [0.13, -1.10, 2.52], [-1.04, 1.82, -0.26], [-1.60, -1.08, -0.46], [0.09, 0.19, 2.52], [-0.03, -2.01, 1.58], [1.96, 1.29, 1.21], [0.19, 0.91, -1.08], [-1.35, 0.20, 0.29], [1.85, 0.96, -1.37], [-1.48, 1.31, -1.75], [0.18, -1.97, 1.57], [1.63, 1.33, -0.05], [-0.51, -1.18, -2.10], [-0.48, -0.26, -0.08], [0.14, 0.33, 0.56], [0.32, -0.29, -0.24], [-0.19, -0.13, 0.51], [-0.11, 0.32, -0.51], [0.08, -0.08, -0.06], [0.00, 0.10, 0.01], [-0.02, -0.11, 0.02], [0.08, 0.03, -0.06], [0.03, -0.03, 0.12], [-0.03, -0.04, -0.13], [-0.10, -0.10, -0.12], [0.27, 0.14, 0.08], [0.44, 0.51, 0.00], [-0.39, -0.16, 0.48], [-0.35, 0.17, -0.29], [0.25, 0.02, 0.21], [0.00, -0.31, -0.23], [-0.06, 0.04, -0.10], [0.02, -0.12, 0.11], [-0.05, 0.09, -0.03], [0.04, -0.12, -0.10], [-0.09, -0.02, 0.11], [0.11, 0.05, -0.09], [0.12, -0.02, 0.03], [-0.10, -0.07, -0.06]],
  "charge": -1,
  "orbital_gap_ev": 7.99,
  "multiplicity": 1,
  "e_homo_ev": -5.96,
  "e_tot_ev": -50686.8870
}

***

# 4
{
  "formula": "C2H5FN2O",
  "method": "the ωB97M-V functional and the def2-TZVPD basis",
  "species": ["C", "C", "H", "H", "H", "H", "H", "N", "N", "O", "F"],
  "coordinates": [[0.596, -0.034, -0.071], [-0.072, 1.220, 0.340], [-2.021, -0.645, -0.395], [0.130, -2.006, -0.313], [2.175, -0.947, -0.472], [0.667, 2.019, 0.360], [-0.496, 1.124, 1.359], [-0.283, -1.061, -0.421], [1.868, -0.044, -0.096], [-1.496, -1.049, 0.275], [-1.068, 1.424, -0.565]],
  "forces_ev_per_angstrom": [[0.63, -0.10, 0.67], [0.29, -0.13, 1.41], [-1.35, 0.46, -0.46], [-0.37, 0.96, -0.18], [0.31, 0.02, 0.37], [-0.19, 0.12, -0.31], [-0.03, 0.02, -0.50], [1.60, -1.38, -0.03], [-0.34, -0.68, -0.82], [0.42, -0.27, 0.46], [-0.96, 0.97, -0.59]],
  "smiles": "[H]/N=C(/CF)NO",
  "charge": 0,
  "orbital_gap_ev": 10.56,
  "multiplicity": 1,
  "e_homo_ev": -9.64,
  "e_tot_ev": -9898.0728
}

***

# 5
{
  "formula": "C19H52BaNO21S6",
  "method": "the ωB97M-V functional and the def2-TZVPD basis",
  "species": ["Ba", "N", "H", "H", "H", "H", "C", "O", "O", "O", "O", "S", "O", "O", "C", "C", "C", "H", "H", "H", "H", "H", "H", "H", "H", "O", "S", "O", "O", "C", "C", "C", "H", "H", "H", "H", "H", "H", "H", "H", "O", "S", "O", "O", "C", "C", "C", "H", "H", "H", "H", "H", "H", "H", "H", "O", "S", "O", "O", "C", "C", "C", "H", "H", "H", "H", "H", "H", "H", "H", "O", "S", "O", "O", "C", "C", "C", "H", "H", "H", "H", "H", "H", "H", "H", "O", "S", "O", "O", "C", "C", "C", "H", "H", "H", "H", "H", "H", "H", "H"],
  "coordinates": [[-0.619, -3.516, -2.666], [3.197, -1.306, 0.627], [2.148, -1.088, 0.463], [3.356, -1.775, 1.516], [3.801, -0.490, 0.519], [3.549, -1.946, -0.091], [0.152, -1.601, -0.221], [0.643, -0.982, 0.812], [-0.803, -2.443, -0.125], [0.650, -1.427, -1.400], [-0.863, -5.495, -0.535], [-0.318, -6.656, 0.127], [-0.050, -7.908, -0.525], [1.092, -6.200, 0.752], [1.170, -4.955, 1.461], [1.567, -5.252, 2.909], [-1.253, -7.011, 1.661], [0.289, -4.329, 1.287], [1.952, -4.347, 0.993], [2.376, -5.981, 2.793], [0.806, -5.836, 3.424], [1.966, -4.443, 3.514], [-0.821, -7.920, 2.064], [-2.298, -7.117, 1.376], [-1.182, -6.123, 2.283], [-3.565, 2.187, 0.406], [-2.286, 2.625, 0.913], [-1.294, 3.053, -0.048], [-2.451, 3.756, 2.066], [-1.982, 5.075, 1.734], [-1.799, 5.880, 3.003], [-1.524, 1.312, 1.873], [-2.765, 5.533, 1.118], [-1.085, 5.128, 1.115], [-1.650, 6.913, 2.698], [-0.968, 5.502, 3.601], [-2.654, 5.786, 3.673], [-1.208, 0.516, 1.198], [-2.183, 0.886, 2.628], [-0.657, 1.768, 2.343], [1.371, 4.388, -0.040], [1.908, 3.443, -0.987], [1.309, 3.348, -2.299], [3.517, 3.779, -1.104], [4.107, 3.369, -2.345], [5.390, 4.142, -2.590], [2.070, 1.840, -0.210], [3.469, 3.387, -3.224], [4.433, 2.327, -2.197], [6.034, 4.134, -1.711], [5.129, 5.185, -2.792], [5.970, 3.821, -3.453], [2.876, 1.933, 0.517], [2.283, 1.103, -0.983], [1.165, 1.578, 0.336], [-5.410, -1.893, -1.709], [-4.082, -1.401, -1.981], [-3.130, -2.312, -2.610], [-4.138, -0.059, -2.839], [-5.083, 0.998, -2.487], [-4.808, 2.172, -3.406], [-3.348, -0.863, -0.434], [-4.947, 1.232, -1.431], [-6.084, 0.586, -2.608], [-5.205, 1.889, -4.383], [-3.734, 2.147, -3.608], [-5.147, 3.129, -3.033], [-2.385, -0.431, -0.690], [-3.276, -1.755, 0.184], [-3.925, -0.127, 0.121], [-1.981, 0.819, -5.159], [-0.995, 0.293, -4.261], [-0.877, -1.118, -3.990], [0.430, 0.797, -4.812], [1.600, 0.417, -4.111], [2.805, 0.797, -4.950], [-1.049, 1.224, -2.692], [1.651, -0.666, -3.938], [1.635, 0.796, -3.086], [2.847, 0.035, -5.732], [3.738, 0.785, -4.394], [2.625, 1.747, -5.452], [-0.266, 0.915, -2.009], [-2.020, 1.263, -2.197], [-0.945, 2.280, -2.950], [0.316, -1.637, 5.808], [-0.497, -0.904, 4.869], [-1.690, -0.219, 5.266], [0.441, 0.217, 4.096], [1.747, -0.170, 3.653], [2.803, 0.155, 4.689], [-0.930, -1.948, 3.462], [1.862, 0.318, 2.685], [1.732, -1.250, 3.464], [2.547, -0.432, 5.569], [2.843, 1.234, 4.831], [3.818, -0.128, 4.398], [-1.348, -2.878, 3.844], [-0.003, -2.196, 2.950], [-1.605, -1.411, 2.808]],
  "forces_ev_per_angstrom": [[-0.62, 1.63, 1.41], [1.59, -0.59, -0.93], [-1.40, 0.30, 0.65], [-0.17, 0.36, 0.17], [-0.24, 0.14, 0.44], [-0.38, -0.02, -0.01], [-0.26, -0.57, -0.11], [0.51, -0.36, -0.84], [-0.12, -0.36, 0.17], [0.87, -0.05, -0.45], [-0.15, -0.19, -0.73], [0.68, -1.22, 2.00], [-0.32, 1.39, -0.06], [-0.48, -0.41, -0.60], [0.17, 1.34, 0.49], [0.31, -1.30, -0.77], [0.05, 0.82, -1.49], [-0.29, -0.35, 0.29], [0.22, -0.35, -0.14], [0.18, 0.15, 0.21], [-0.22, 0.45, 0.21], [-0.39, 0.31, -0.14], [-0.01, 0.05, 0.17], [0.04, -0.27, -0.04], [0.18, -0.16, 0.19], [0.43, 0.52, 0.52], [0.58, -0.48, 0.41], [-0.54, -0.09, 0.36], [0.41, -1.45, -1.15], [-0.59, 1.51, -0.33], [-0.12, -0.72, 0.22], [-0.27, 0.44, -0.12], [-0.02, 0.02, 0.13], [0.12, -0.75, 0.22], [0.11, 0.07, 0.28], [0.27, 0.21, -0.25], [-0.24, 0.24, -0.28], [0.04, 0.18, -0.16], [-0.17, 0.35, 0.04], [0.01, -0.10, 0.07], [0.80, -0.94, -0.68], [-0.02, 1.19, 0.63], [0.71, -0.28, 0.91], [-1.79, 0.25, -0.77], [1.92, -1.29, -0.30], [-0.37, 1.18, 0.26], [-0.22, 0.23, 0.06], [-0.45, 0.34, 0.35], [-0.34, -0.13, -0.12], [-0.01, -0.10, 0.00], [0.10, 0.02, 0.11], [-0.24, -0.44, -0.01], [0.09, 0.07, -0.11], [-0.02, -0.04, 0.04], [-0.19, 0.05, -0.32], [0.94, 0.34, -0.53], [-0.89, 0.35, 1.29], [-0.38, 0.70, 0.00], [0.75, -1.28, -0.15], [-0.67, 0.02, 0.73], [0.76, -1.50, -0.68], [-0.19, -0.11, -0.37], [0.14, 0.15, -0.03], [0.01, 0.03, -0.05], [-0.38, 0.55, 0.01], [0.02, 0.59, 0.31], [-0.12, -0.01, 0.01], [0.15, -0.27, 0.15], [0.36, -0.08, -0.17], [-0.39, 0.06, -0.48], [0.82, -0.80, 0.48], [0.10, 2.17, 1.03], [-0.05, -0.54, -0.32], [-1.11, -0.23, -0.10], [1.26, -0.90, 1.03], [-0.77, -0.32, -0.61], [-0.41, 0.52, -0.58], [-0.43, 0.01, -0.29], [-0.27, 0.63, -0.28], [0.35, 0.20, -0.14], [-0.04, 0.11, 0.10], [0.25, 0.15, 0.22], [0.02, -0.24, -0.11], [-0.10, -0.88, -0.24], [0.55, -0.14, -0.29], [-0.40, 0.48, -0.70], [0.12, 0.03, -1.01], [0.80, -0.01, 0.01], [-1.02, -0.52, 0.87], [0.18, -0.66, -0.09], [-0.06, 0.05, -0.33], [0.75, -0.13, 0.75], [0.08, 0.14, 0.09], [0.10, 0.03, -0.07], [0.12, 0.49, 0.31], [-0.19, -0.07, 0.50], [-0.12, -0.21, -0.30], [-0.25, 0.17, 0.15], [-0.13, 0.13, -0.25], [0.01, 0.00, 0.00]],
  "charge": 1,
  "orbital_gap_ev": 8.15,
  "multiplicity": 1,
  "e_homo_ev": -11.50,
  "e_tot_ev": -130733.9423
}

***

# 6
{
  "formula": "CH2NO3",
  "method": "the ωB97M-V functional and the def2-TZVPD basis",
  "species": ["C", "N", "O", "O", "O", "H", "H"],
  "coordinates": [[-0.740, -0.337, 0.905], [0.677, 0.522, -1.136], [0.344, -0.728, 1.196], [-1.832, -0.377, 1.295], [-0.650, 0.445, -0.627], [1.380, 0.964, -0.560], [0.821, -0.490, -1.072]],
  "forces_ev_per_angstrom": [[2.43, 0.94, -3.29], [-1.02, -1.98, -1.20], [2.58, -0.76, 0.77], [-4.47, 0.31, 1.17], [-0.43, 0.86, 1.85], [-0.45, 0.14, 1.03], [1.36, 0.49, -0.33]],
  "smiles": "NOC(=O)[O-]",
  "charge": -1,
  "orbital_gap_ev": 8.28,
  "multiplicity": 1,
  "e_homo_ev": -3.73,
  "e_tot_ev": -8701.7665
}

***

# 7
{
  "formula": "C4H6FeO2",
  "method": "the ωB97M-V functional and the def2-TZVPD basis",
  "species": ["O", "C", "H", "H", "C", "C", "C", "O", "Fe", "H", "H", "H", "H"],
  "coordinates": [[-2.337, -1.049, 2.139], [-2.425, -1.202, 0.916], [0.273, -1.055, 0.383], [-2.800, -2.229, 0.626], [1.101, -0.898, -0.359], [1.482, 0.348, -0.677], [0.759, 1.583, -0.188], [-0.523, 1.647, -0.748], [-1.486, 0.113, -0.420], [2.318, 0.498, -1.371], [1.610, -1.771, -0.772], [1.351, 2.480, -0.444], [0.677, 1.536, 0.916]],
  "forces_ev_per_angstrom": [[-0.34, -0.14, -4.65], [-0.03, -0.87, 5.22], [0.82, -0.12, -0.24], [-0.07, 0.36, -0.17], [-0.26, 0.52, -0.07], [0.06, -0.43, -0.17], [0.96, 0.11, 0.57], [-1.61, -1.31, 0.11], [1.44, 2.03, -0.96], [-0.28, -0.16, 0.31], [-0.42, 0.16, 0.25], [-0.47, -0.28, 0.07], [0.19, 0.13, -0.29]],
  "charge": 1,
  "orbital_gap_ev": [8.12, 6.11],
  "multiplicity": 6,
  "e_homo_ev": [-14.11, -14.25],
  "e_tot_ev": -42715.5185
}

***

> Look up the charge of the fifth one.

+1

***

> What is the charge in the fourth record?

0

***

> What is the formula in the second record?

CHCl2O2P